Record 1
Formula: C4H8N3S
Source: the OMol25 dataset
Level of theory: ωB97M-V/def2-TZVPD

XYZ file:
```
16
Properties=species:S:1:pos:R:3:forces:R:3:nbo_charge:R:1
N -0.98719 0.32320 -1.28875 -0.1 -2.3 1.8 -0.37
C 1.14062 1.34880 -0.52268 0.1 -0.2 0.2 -0.57
H 1.79983 0.60887 -0.98501 0.1 0.0 0.0 0.28
C -0.16091 1.22641 -1.35819 0.5 0.6 0.0 0.08
H -0.30045 2.04161 -2.06099 -0.1 0.1 -0.3 0.24
H -1.58050 -2.37053 1.12276 0.0 0.3 -0.2 0.45
H 1.58143 2.33673 -0.61800 0.0 0.0 0.0 0.27
N -1.64253 -1.50874 0.55718 -0.2 -0.1 0.2 -0.72
S 0.75760 -2.07890 -0.54714 -0.2 0.1 0.0 0.08
N 0.08334 -0.00594 1.17690 0.0 0.0 1.0 -0.50
H -2.08539 -1.71797 -0.35228 0.1 0.1 0.3 0.47
H 1.01227 1.70450 1.66690 0.1 0.1 0.1 0.22
H -2.22080 -0.81428 1.05209 0.1 -0.1 -0.1 0.46
C -0.30542 -0.91357 0.27977 -0.3 1.8 -3.1 0.23
H 1.82874 -1.86220 0.22155 0.0 0.0 0.3 0.16
C 0.80672 1.01176 0.86380 -0.1 -0.3 -0.1 0.21
```
Positions in Å, forces in eV/Å.

As for the spin multiplicity: 1. The charge is +1. The value obtained for the relative energy (zero: lowest compared OMol25 entry of this formula, charge and spin) is 74.2 kcal/mol. The total energy comes out at -719.33257 a.u. The LUMO energy (spin up / spin down) is -0.1523 / -0.1523 Ha. The calculation puts the HOMO energy (spin up / spin down) at -12.853 / -12.854 eV.

---

Record 2
Formula: C4H8N3S
Source: the OMol25 dataset
Level of theory: ωB97M-V/def2-TZVPD

XYZ file:
```
16
Properties=species:S:1:pos:R:3:forces:R:3:nbo_charge:R:1
C 1.37586 0.58878 -0.09947 -0.6 0.4 -0.1 -0.53
C 1.36270 -1.30352 1.52967 -0.8 -0.5 1.1 -0.43
H -2.61668 -0.39800 -0.15164 0.1 0.3 -0.1 0.43
H -0.88517 -0.12824 -2.46913 -0.8 0.0 0.3 0.36
S 0.05426 -0.75075 2.43047 0.4 0.2 -0.8 0.31
H 1.22624 1.31333 0.70394 0.3 0.1 0.0 0.27
H 2.71589 -1.14817 -0.07617 0.0 -0.1 0.0 0.24
N -2.34519 0.59891 -0.20840 -0.1 -0.3 -0.4 -0.55
C 1.88978 -0.67422 0.43944 0.2 0.2 -0.5 0.05
H -2.58941 0.94491 -1.15668 0.2 -0.1 0.4 0.43
H 2.01907 0.98014 -0.88420 -0.1 0.0 0.1 0.27
H -2.88463 1.13870 0.48512 0.1 -0.3 -0.3 0.45
N -0.96551 0.82970 0.14438 -0.6 1.1 1.7 -0.30
H 1.78005 -2.25035 1.85650 0.1 -0.1 -0.2 0.25
C -0.03860 0.40293 -0.70132 0.5 -0.7 -0.3 0.38
N -0.09866 -0.14414 -1.84252 1.0 -0.3 -1.2 -0.63
```
Positions in Å, forces in eV/Å.

As for the spin multiplicity: 1. The charge is +1. The value obtained for the relative energy (zero: lowest compared OMol25 entry of this formula, charge and spin) is 126.4 kcal/mol. The total energy comes out at -719.24939 a.u. The LUMO energy (spin up / spin down) is -0.2378 / -0.2618 Ha. The calculation puts the HOMO energy (spin up / spin down) at -13.321 / -12.677 eV.

---

Record 3
Formula: C4H8N3S
Source: the OMol25 dataset
Level of theory: ωB97M-V/def2-TZVPD

XYZ file:
```
16
Properties=species:S:1:pos:R:3:forces:R:3:nbo_charge:R:1
H -1.04489 0.31134 -1.94032 -0.4 -0.1 -1.1 0.45
H 1.97878 -3.04623 0.64482 -0.6 1.2 -0.7 0.16
S 1.11564 -2.19603 -0.06213 0.4 -0.1 0.3 -0.60
H -3.19448 -0.58851 -1.08067 0.2 -0.3 0.8 0.27
N -0.80403 0.10453 1.14318 0.3 -0.4 -1.6 -0.45
C -2.04997 -0.49960 0.93553 0.5 0.3 -0.2 0.02
H 2.02213 1.71707 1.30275 -1.4 -0.6 0.6 0.44
C 0.99568 0.81007 -0.42502 2.4 0.5 -1.5 0.13
H 2.76636 1.60429 -0.08658 0.3 0.2 -0.7 0.42
N 1.86320 1.49965 0.33441 0.6 -0.3 -1.3 -0.70
H -0.18050 0.04165 1.98644 -1.2 -0.2 -1.2 0.47
H 1.17135 0.84792 -1.56739 0.2 -0.2 2.1 0.26
C -0.28640 0.40008 -0.12242 -1.1 -1.0 4.3 0.31
C -2.34135 -0.40097 -0.42638 0.0 -0.5 1.3 -0.04
N -1.20454 0.06819 -0.99365 0.0 0.7 -0.5 -0.42
H -2.50664 -1.06152 1.75379 -0.2 0.6 -0.5 0.27
```
Positions in Å, forces in eV/Å.

As for the spin multiplicity: 1. The charge is +1. The value obtained for the relative energy (zero: lowest compared OMol25 entry of this formula, charge and spin) is 78.4 kcal/mol. The total energy comes out at -719.32587 a.u. The LUMO energy (spin up / spin down) is -0.2227 / -0.2227 Ha. The calculation puts the HOMO energy (spin up / spin down) at -11.308 / -11.323 eV.

---

Record 4
Formula: C4H8N4
Source: the OMol25 dataset
Level of theory: ωB97M-V/def2-TZVPD

XYZ file:
```
16
Properties=species:S:1:pos:R:3:forces:R:3:nbo_charge:R:1
H -0.45779 -1.53428 2.48536 0.1 0.4 -0.3 0.35
H 0.89865 -1.19416 -3.28612 0.1 0.3 -0.2 0.25
H -1.48641 -0.04655 2.74549 0.5 3.0 -1.4 0.20
N -0.29240 0.74946 -1.23612 -0.4 0.6 -2.2 -0.04
H 0.47728 -2.48057 1.44180 -0.7 1.6 -0.2 0.39
H -0.17357 -0.12677 -4.28632 0.8 -0.4 -0.2 0.24
H -2.17712 1.43334 1.72378 0.5 -0.1 0.8 0.23
H -0.50589 1.63079 2.51854 -0.6 0.1 0.8 0.22
H 1.44924 0.58117 -3.73216 -1.7 -1.6 0.8 0.23
C 0.00485 -0.64369 0.57195 0.9 -2.5 1.7 0.12
N -0.55673 0.48537 0.85030 -1.0 0.1 1.1 -0.30
N 0.00360 -1.56095 1.57812 0.8 -1.7 -0.1 -0.84
C -1.25034 0.95750 2.09956 0.2 -2.6 -1.1 -0.43
N -0.60822 1.38285 -0.22907 -0.3 1.1 0.7 -0.19
C 0.56664 -0.16657 -3.47260 -0.1 1.8 0.1 -0.69
C -0.30507 0.25770 -2.31049 1.0 -0.1 -0.4 0.26
```
Positions in Å, forces in eV/Å.

As for the spin multiplicity: 1. The value obtained for the relative energy (zero: lowest compared OMol25 entry of this formula, charge and spin) is 140.5 kcal/mol. The total energy comes out at -376.02463 a.u. The LUMO energy is 0.0349 Ha. The calculation puts the HOMO energy at -7.341 eV.

---

Record 5
Formula: C4H8N4
Source: the OMol25 dataset
Level of theory: ωB97M-V/def2-TZVPD

XYZ file:
```
16
Properties=species:S:1:pos:R:3:forces:R:3:nbo_charge:R:1
N -2.32540 -0.52811 0.04306 -5.9 -1.9 1.0 -0.86
N 2.33330 -0.40880 -0.01110 -1.6 3.2 -1.9 -0.85
H 2.85078 0.28596 -0.52864 1.4 -0.5 -0.1 0.39
H 1.31901 -1.90848 0.07556 -3.0 0.1 -0.6 0.42
C -0.79232 1.49853 -0.02846 -5.6 1.0 0.6 -0.33
C -1.22403 0.18892 -0.06429 7.2 0.4 0.1 0.24
H -3.23193 0.14352 -0.19403 2.9 -2.9 1.4 0.41
H -0.37161 -2.36150 -0.55287 1.6 1.2 1.0 0.37
C 1.06522 0.40078 -0.06002 1.3 -0.9 0.9 0.23
N 0.04034 -0.45202 -0.19766 -2.3 1.4 0.0 -0.18
N 0.22732 -1.73943 0.08092 0.9 -4.7 0.1 -0.69
H -2.42706 -1.39261 0.88299 0.4 3.9 -3.0 0.41
C 0.61095 1.71539 0.16794 0.6 0.9 -2.1 -0.36
H 1.18487 2.76041 0.03089 -1.4 -2.9 0.5 0.24
H -1.87080 1.95257 -0.12235 2.8 1.5 0.5 0.20
H 2.65897 -0.40309 0.91094 0.8 0.1 1.8 0.37
```
Positions in Å, forces in eV/Å.

As for the spin multiplicity: 1. The value obtained for the relative energy (zero: lowest compared OMol25 entry of this formula, charge and spin) is 114.3 kcal/mol. The total energy comes out at -376.06624 a.u. Its SMILES is Nc1ccc(N)n1N. The LUMO energy is 0.0335 Ha. The calculation puts the HOMO energy at -7.043 eV.

---

Record 6
Formula: C4H8N4
Source: the OMol25 dataset
Level of theory: ωB97M-V/def2-TZVPD

XYZ file:
```
16
Properties=species:S:1:pos:R:3:forces:R:3:nbo_charge:R:1
H -1.36483 1.53141 -1.10038 0.2 -0.1 0.2 0.24
N -0.69164 -2.40076 -0.12234 0.7 0.1 -0.1 -0.62
C 0.98190 1.87467 0.75015 -0.4 0.2 0.1 -0.44
H -0.42454 -3.18246 -0.71603 -0.1 0.2 0.0 0.37
H 2.06131 2.03625 0.74144 -0.1 -0.1 0.0 0.22
C -0.33616 -0.04375 -0.06952 1.6 2.2 0.6 0.47
N 2.67368 -1.48304 -0.38470 -1.2 0.7 0.1 -0.45
N 0.05568 -1.26967 -0.52757 2.3 -0.4 0.0 -0.30
H 0.59620 2.18198 1.72607 0.1 -0.1 0.0 0.21
H -0.42414 -2.65226 0.83056 -0.1 0.1 -0.1 0.35
H -2.15942 -0.04812 -1.17028 0.1 0.1 0.1 0.25
H 0.53534 2.55077 0.01573 -0.1 -0.1 -0.2 0.19
C -1.58752 0.62666 -0.53012 -0.4 -0.5 0.5 -0.69
N 0.71416 0.47460 0.51634 -1.6 0.1 -0.8 -0.43
H -2.20227 0.89485 0.33192 0.0 0.1 -0.1 0.24
C 1.57226 -1.09111 -0.29126 -1.0 -2.5 -0.3 0.38
```
Positions in Å, forces in eV/Å.

As for the spin multiplicity: 1. The value obtained for the relative energy (zero: lowest compared OMol25 entry of this formula, charge and spin) is 78.9 kcal/mol. The total energy comes out at -376.12278 a.u. The LUMO energy is 0.0239 Ha. The calculation puts the HOMO energy at -9.005 eV.